C20H30F9N2O4PSSi | ωB97M-V/def2-TZVPD

As for the gap between HOMO and LUMO: 7.107 eV. The total energy is -84855.547 eV. The calculation puts the molecular weight at 624.579 g mol⁻¹. Its spin multiplicity is 1.

Element x y z (Å)
1 C -1.11 -0.96 -1.09
2 S 1.09 -1.94 3.90
3 H 3.75 4.36 2.23
4 N -1.23 -1.86 0.00
5 C 0.55 -0.73 1.31
6 C 0.68 0.26 0.18
7 H -3.05 -2.89 -0.64
8 O -2.81 -3.11 1.36
9 H 2.05 2.52 -3.37
10 C -1.51 1.60 -3.70
11 F 4.43 -2.20 1.74
12 H -3.06 -0.93 -2.17
13 F 3.86 -2.04 -0.43
14 H -1.44 0.86 -4.55
15 C 1.74 1.25 0.40
16 H -1.62 2.65 -4.10
17 H -1.55 -0.83 -3.27
18 C 2.96 3.56 2.20
19 C -5.33 -0.43 0.40
20 H 1.84 4.53 3.85
21 H 3.01 3.30 4.43
22 H -1.65 -3.93 -0.22
23 C 2.28 3.52 3.61
24 H 2.16 0.68 -2.97
25 H -4.81 -3.06 0.55
26 F -2.58 -4.27 -4.10
27 H -5.82 0.41 0.95
28 H 2.58 0.79 4.64
29 H -4.61 -2.91 2.32
30 H 2.23 3.87 1.40
31 C -2.90 -3.02 -3.60
32 H -3.18 -0.60 1.12
33 H 1.44 2.78 3.69
34 F 6.82 -1.56 0.27
35 C 2.56 1.27 1.63
36 H -6.06 -1.23 0.11
37 H 1.31 1.26 -4.44
38 H 4.06 2.42 0.92
39 F 5.31 -0.43 1.47
40 C -2.00 -1.27 -2.34
41 C -0.20 0.20 -1.05
42 C -4.20 -1.01 1.35
43 O 3.07 0.30 3.95
44 P 5.21 -1.66 0.41
45 H 1.17 -1.18 5.06
46 H 0.54 3.76 -1.61
47 O 2.13 2.20 -0.53
48 F 5.12 -0.53 -0.77
49 C -0.46 -1.76 1.14
50 F -3.00 -2.19 -4.68
51 H 2.77 1.77 -1.13
52 H -0.53 3.00 -0.36
53 Si -0.13 1.53 -2.42
54 C 1.54 1.53 -3.37
55 F 5.68 -3.20 0.18
56 F -4.11 -3.18 -2.97
57 C -0.42 3.19 -1.46
58 C -4.16 -2.61 1.33
59 H -4.86 0.01 -0.51
60 H -1.23 3.82 -1.92
61 H -0.56 -2.50 1.98
62 C 1.34 -0.72 2.55
63 N 3.61 2.26 1.82
64 O -1.91 -2.69 -2.71
65 C 2.37 0.29 2.78
66 H -4.43 -0.68 2.40
67 C -2.19 -2.99 0.07
68 H -2.51 1.37 -3.21



BH20O8 | ωB97M-V/def2-TZVPD

The total charge is -1. As for the gap between HOMO and LUMO: 8.702 eV. The total energy is -17380.417 eV. The calculation puts the molecular weight at 158.964 g mol⁻¹. The calculation puts the energy above the lowest of the compared OMol25 structures with the same formula, charge and spin at 49.29 kcal/mol. Its spin multiplicity is 1.

Element x y z (Å)
1 H -1.60 -1.08 -2.15
2 O -2.06 -3.61 2.25
3 H 0.60 -0.80 2.64
4 O 2.36 -3.63 -1.00
5 H 1.98 -2.79 -0.74
6 H 1.60 3.74 0.77
7 O -2.14 3.17 -2.99
8 H -1.47 2.71 -2.49
9 H 5.47 0.23 -0.33
10 O 1.62 4.62 1.16
11 H 2.08 5.16 0.52
12 H -2.07 4.09 -2.72
13 H -0.57 1.25 -0.03
14 H 0.49 0.60 -1.21
15 H -2.76 0.55 1.84
16 H -2.04 -4.26 1.55
17 H -1.62 -1.84 -3.46
18 O -3.66 0.24 1.77
19 B 0.27 0.59 -0.15
20 H 1.61 -4.14 -1.30
21 H -0.10 -1.74 3.59
22 H -3.89 0.36 0.85
23 H 4.07 0.77 -0.56
24 O 4.88 0.53 -1.02
25 H 1.13 1.03 0.35
26 H 0.08 -0.41 0.18
27 O 0.48 -0.98 3.57
28 O -2.19 -1.51 -2.77
29 H -2.54 -2.87 1.88



Question: The lowest molecular weight belongs to which entry?
Answer: BH20O8